Formula: C53H119N5O9
Source: the OMol25 dataset
Level of theory: ωB97M-V/def2-TZVPD

Calculated values
HOMO level (alpha / beta) = 0.42 / -6.01 eV
multiplicity = 2
charge = -1
frontier orbital gap (alpha / beta) = 1.553 / 7.982 eV
total energy = -82755.975 eV
strongest force on any atom = 0.105 hartree/bohr

Structure (XYZ):
```
186
C53H119N5O9 ωB97M-V/def2-TZVPD
C -0.45485 -0.06133 1.89522
C -0.21943 -0.62470 0.40834
C -0.07215 0.68405 -0.47914
C 1.27288 1.38180 -0.53523
C 2.44107 0.29858 -0.71438
C 2.36497 -0.89848 0.19014
N 0.98825 -1.42796 0.20770
O 0.98301 -2.61061 1.07709
C 3.38620 -1.89156 -0.48558
C 2.86619 -0.61217 1.66896
C -1.54852 -1.31408 -0.03162
H -0.49010 -0.84293 2.65415
H -1.41584 0.44702 1.97388
H 0.36549 0.61525 2.13472
H -0.39377 0.45490 -1.49509
H -0.76611 1.39015 -0.02313
H 1.43074 1.96142 0.37428
H 1.31004 2.14719 -1.31039
H 3.34994 0.88376 -0.57424
H 2.22896 0.00926 -1.74365
H 3.22009 -2.92256 -0.17325
H 3.52720 -1.91868 -1.56609
H 4.37358 -1.59166 -0.13453
H 2.90835 -1.43543 2.38210
H 3.84730 -0.17253 1.48940
H 2.20600 0.13591 2.10785
H -1.82507 -2.05320 0.72026
H -1.36874 -2.00555 -0.85483
H -2.41902 -0.67165 -0.16428
H 0.85913 -2.20197 1.93689
C -9.48614 -1.53186 -0.16134
C -8.52325 -0.66429 0.50485
C -9.35387 0.14684 1.64061
C -8.39937 0.90530 2.61146
C -7.37563 -0.03815 3.26082
C -6.47572 -0.79157 2.13732
N -7.44799 -1.39286 1.20389
O -6.81775 -2.26753 0.29289
C -5.31701 0.08507 1.42040
C -5.79429 -1.84859 2.97113
C -8.01816 0.35961 -0.47954
H -10.44679 -1.07335 -0.39590
H -9.71527 -2.32571 0.54958
H -9.09490 -2.03143 -1.04760
H -9.88666 0.96928 1.16328
H -10.09604 -0.41856 2.20417
H -8.94965 1.52172 3.32231
H -7.90641 1.71201 2.06894
H -7.95024 -0.68723 3.92158
H -6.68872 0.49913 3.91472
H -5.19390 -0.21338 0.37931
H -5.47019 1.16402 1.39815
H -4.36027 0.01044 1.93730
H -6.48661 -2.51321 3.48792
H -5.21708 -2.56522 2.38686
H -5.27923 -1.41996 3.83083
H -7.19343 0.93006 -0.05234
H -8.71525 1.05336 -0.94951
H -7.58246 -0.10645 -1.36332
H -7.10222 -3.11274 0.64826
C 1.56517 2.41439 3.95104
C 0.84707 3.74582 4.36413
C -0.66889 3.59627 3.99536
C -1.58935 2.99387 5.08649
C -1.31811 3.82594 6.35544
C 0.16255 3.77755 6.79932
N 1.09279 4.15348 5.76589
O 2.37658 4.20954 6.11235
C 0.39742 4.87325 7.97607
C 0.53599 2.40340 7.28756
C 1.40315 4.85011 3.43436
H 1.54107 2.23906 2.87550
H 1.21209 1.56922 4.54190
H 2.60456 2.49148 4.27016
H -1.08818 4.59567 3.87925
H -0.79333 3.00975 3.08507
H -1.29927 1.95534 5.24590
H -2.66593 3.05839 4.92870
H -1.93968 3.58455 7.21770
H -1.60516 4.84787 6.10774
H -0.27533 4.76940 8.82737
H 1.40543 4.91420 8.38882
H 0.37905 5.85670 7.50642
H 1.58541 2.35666 7.57848
H -0.19439 2.17413 8.06348
H 0.36620 1.78151 6.40862
H 2.38822 5.29486 3.57551
H 0.74017 5.67611 3.69181
H 1.41166 4.53084 2.39220
H 2.60038 5.12489 5.92890
C 10.23820 -1.95947 -3.58836
C 8.73203 -1.72793 -3.40033
C 8.33068 -0.30059 -3.85585
C 6.84241 -0.12069 -3.84130
C 6.24799 -1.24747 -4.69789
C 6.61561 -2.70483 -4.43623
N 8.02224 -2.75826 -4.15336
O 8.40908 -4.11176 -4.07544
C 5.78280 -3.27138 -3.28596
C 6.28128 -3.46401 -5.74699
C 8.51735 -1.71454 -1.85542
H 10.94701 -1.22208 -3.21158
H 10.41534 -2.02278 -4.66200
H 10.57361 -2.96452 -3.33250
H 8.78707 0.54889 -3.34774
H 8.66923 -0.29781 -4.89193
H 6.62935 0.88589 -4.20119
H 6.33857 -0.06431 -2.87638
H 6.39959 -0.98452 -5.74478
H 5.18006 -1.03850 -4.63484
H 5.73963 -4.35529 -3.39273
H 6.20962 -3.31116 -2.28378
H 4.78521 -2.83631 -3.34630
H 5.95169 -4.47216 -5.49576
H 5.36419 -3.19318 -6.27014
H 7.08499 -3.46363 -6.48329
H 9.21506 -1.01347 -1.39738
H 8.72615 -2.60337 -1.26004
H 7.46298 -1.64215 -1.58868
H 8.80011 -4.20978 -4.94669
C -2.53342 4.97233 -4.54021
C -2.87560 3.53766 -3.86728
C -4.26006 3.61560 -3.14863
C -4.70071 2.41434 -2.43485
C -4.87516 1.27203 -3.46299
C -3.58020 1.05173 -4.31777
N -3.07672 2.36498 -4.79397
O -2.16360 2.34421 -5.91340
C -2.64303 0.20690 -3.49731
C -4.10393 0.25273 -5.56688
C -1.73077 3.41802 -2.80201
H -2.10271 5.69235 -3.84440
H -3.32389 5.61386 -4.92968
H -1.88691 4.91418 -5.41585
H -4.18512 4.45472 -2.45699
H -5.13004 3.85034 -3.76192
H -5.70617 2.64577 -2.08333
H -3.99059 2.09182 -1.67339
H -5.72250 1.46889 -4.11977
H -5.13688 0.45740 -2.78773
H -1.81190 -0.08952 -4.13722
H -2.26072 0.75958 -2.63912
H -3.12322 -0.73166 -3.22049
H -4.88138 -0.46408 -5.30261
H -4.46907 0.89301 -6.36989
H -3.25712 -0.28971 -5.98733
H -1.92503 2.84079 -1.89804
H -1.58768 4.38196 -2.31372
H -0.76186 3.15313 -3.22529
H -1.35318 1.99616 -5.53434
C -0.11940 -6.17153 -1.86161
C 0.15017 -4.87780 -1.18007
O -0.18917 -3.73078 -2.04425
H -1.16734 -6.23904 -2.15378
H 0.21261 -6.87157 -1.09492
H 0.40066 -6.26776 -2.81470
H 1.19244 -4.76844 -0.88036
H -0.48863 -4.78304 -0.30196
H -0.12201 -2.98860 -1.43907
C -1.89180 -2.21727 5.55980
C -2.63629 -1.01918 6.16536
O -2.35609 -1.16104 7.58945
H -0.81186 -2.15690 5.42504
H -2.27317 -2.27262 4.54019
H -2.11495 -3.13817 6.09855
H -3.68203 -1.00013 5.85850
H -2.33979 -0.03523 5.80201
H -2.63964 -0.36817 8.05050
C 1.28965 0.63585 -4.85341
C 1.74898 -0.83629 -5.08267
O 0.98747 -1.55690 -6.07965
H 1.56441 1.30924 -5.66528
H 1.70201 1.06133 -3.93851
H 0.20825 0.55620 -4.74238
H 1.49708 -1.32494 -4.14147
H 2.79437 -0.88694 -5.38714
H 0.34811 -2.15227 -5.68169
C 6.80264 -3.68988 1.82666
C 6.80599 -2.22682 1.88914
O 8.13668 -1.80965 2.22752
H 7.39354 -4.22686 2.56866
H 7.14205 -3.92453 0.81777
H 5.81076 -4.14166 1.81312
H 6.06180 -1.84768 2.58952
H 6.53073 -1.62154 1.02543
H 8.12324 -0.87904 2.46287
```